Entry 1:
The following is a DFT calculation (ωB97M-V/def2-TZVPD) of a molecular structure, C5H11CrO3.

```
20
Properties=species:S:1:pos:R:3
O -2.839 -0.478 -1.481
C -2.944 -0.447 -0.125
C -2.101 0.646 0.539
O -0.720 0.563 0.160
C 0.305 0.540 1.135
C 1.439 -0.286 0.577
O 1.660 0.116 -0.773
C 2.872 -0.376 -1.335
Cr -0.129 0.418 -1.774
H -2.661 -1.417 0.358
H -3.977 -0.233 0.254
H -2.155 0.601 1.640
H -2.404 1.622 0.134
H -0.036 0.102 2.081
H 0.620 1.582 1.295
H 1.194 -1.359 0.594
H 2.347 -0.115 1.173
H 2.884 -0.090 -2.392
H 3.727 0.079 -0.817
H 2.918 -1.470 -1.243
```

Output
orbital gap (alpha / beta): 6.876 / 6.886 eV
2S+1: 6
HOMO energy (alpha / beta): -6.6 / -6.8 eV
charge: 0
relative energy (zero: lowest compared OMol25 entry of this formula, charge and spin): 14.3 kcal/mol

---

Entry 2:
The following is a DFT calculation (ωB97M-V/def2-TZVPD) of 2 unconnected molecules or ions with the total composition C5H8O2.

```
15
Properties=species:S:1:pos:R:3
C -1.202 -2.070 1.534
C -1.364 -2.224 0.288
C 0.702 0.355 -0.894
C -0.675 0.794 -0.726
C 1.921 1.203 -0.232
O -0.164 0.885 -1.981
O -1.197 1.767 -0.008
H -1.304 -2.781 2.378
H -1.112 -1.193 1.995
H -1.742 -2.808 -0.430
H 0.915 -0.684 -1.050
H 1.469 2.042 0.286
H 2.617 1.630 -0.935
H 2.563 0.612 0.331
H -1.428 2.473 -0.555
```

Output
orbital gap (alpha / beta): 8.840 / 7.892 eV
HOMO energy (alpha / beta): -8.2 / -7.4 eV
charge: 0
relative energy (zero: lowest compared OMol25 entry of this formula, charge and spin): 175.4 kcal/mol

---

Entry 3:
The following is a DFT calculation (ωB97M-V/def2-TZVPD) of 2 unconnected molecules or ions with the total composition C4H13N3O3S.

```
24
Properties=species:S:1:pos:R:3
C 1.723 -0.486 0.106
C 0.202 1.492 -0.211
C 3.123 0.201 -0.041
C -5.245 0.036 0.711
N 0.565 0.099 -0.084
N 4.009 -0.904 0.341
N -4.559 -0.494 -0.180
O 1.746 -1.673 0.399
O -0.659 -1.974 -0.989
O -1.956 -0.179 0.049
S -0.829 -1.027 0.299
H -0.702 1.747 0.199
H 0.930 2.232 0.307
H 0.115 1.587 -1.347
H 3.076 1.145 0.640
H 3.451 0.369 -1.000
H -4.715 0.789 1.372
H -6.195 -0.288 0.809
H 4.782 -1.097 -0.265
H 3.318 -1.830 0.567
H 4.347 -0.654 1.258
H -3.521 -0.336 -0.368
H -0.075 -2.780 -0.912
H -5.051 -1.200 -0.708
```

Output
orbital gap: 10.285 eV
HOMO energy: -17.0 eV
charge: +2

---

Entry 4:
The following is a DFT calculation (ωB97M-V/def2-TZVPD) of a single C7H14 molecule.

```
21
Properties=species:S:1:pos:R:3
C -0.543 1.672 0.338
C -0.559 0.162 0.121
C -1.363 -0.293 -1.090
C -1.300 -0.511 1.453
C 0.876 -0.396 0.093
C 2.244 0.179 -0.239
C 1.735 -1.031 -0.983
H 0.097 1.908 1.198
H -0.159 2.244 -0.519
H -1.561 2.007 0.554
H -2.414 -0.044 -0.925
H -1.036 0.156 -2.039
H -1.268 -1.381 -1.192
H -0.821 -0.332 2.445
H -2.307 -0.087 1.542
H -1.440 -1.615 1.418
H 0.667 -0.894 1.029
H 2.364 1.091 -0.829
H 3.056 0.038 0.477
H 2.195 -1.997 -0.777
H 1.523 -0.885 -2.045
```

Output
orbital gap: 11.138 eV
HOMO energy: -10.2 eV
charge: 0
SMILES string: CC(C)(C)C1CC1
relative energy (zero: lowest compared OMol25 entry of this formula, charge and spin): 43.9 kcal/mol

---

no.,calculated total energy (a.u.)
1,-1467.1346
2,-345.5255
3,-947.7300
4,-275.0462